Here is a cluster of 8 separate species, H16O8 in total from OMol25. Energies are from ωB97M-V/def2-TZVPD.

Results
- energy (eV) = -16639.8209
- SMILES string = O.O.O.O.O.O.O.O

XYZ file:
```
24
Properties=species:S:1:pos:R:3:forces:R:3
O 0.13260 -2.07950 -0.10640 -0.050 -0.497 0.074
H 0.77031 -2.38104 0.54062 0.393 0.178 0.202
H -0.58757 -2.70695 -0.04405 -0.458 -0.189 0.012
O -2.16849 3.84106 0.86771 -0.016 0.232 0.155
H -2.45319 3.80025 -0.04525 -0.029 -0.007 -0.289
H -2.05098 2.92620 1.12358 0.093 -0.278 0.170
O 1.28733 -0.59985 2.19580 0.060 -0.474 -0.075
H 1.07397 -1.20797 2.90355 -0.051 -0.213 0.343
H 2.24176 -0.63268 2.13076 0.430 0.304 -0.225
O -0.12995 0.51399 -0.42001 0.548 0.567 0.032
H 0.02095 -0.42427 -0.53455 -0.115 -0.610 0.164
H -0.56803 0.58483 0.42811 -0.229 0.262 0.162
O -0.18371 -2.81792 -2.72965 -0.313 -0.177 -0.378
H 0.63383 -2.86600 -3.22518 0.132 -0.019 -0.210
H 0.07936 -2.51164 -1.86177 0.291 0.146 0.190
O 2.83506 0.35951 -0.54127 0.462 -0.364 0.197
H 3.01385 0.87143 -1.33006 0.076 0.141 -0.153
H 1.88340 0.39296 -0.44404 -0.572 0.319 0.085
O -1.30322 1.34413 -2.60453 -0.437 0.410 -0.858
H -1.82281 0.61029 -2.93277 -0.136 -0.106 -0.186
H -0.78125 0.97008 -1.89469 0.164 0.046 0.554
O -0.95433 0.81206 2.65555 -0.791 0.149 -0.206
H -0.24134 0.28945 2.28846 0.541 -0.001 0.076
H -0.72748 0.91167 3.58013 0.008 0.182 0.165
```
Positions in Å, forces in eV/Å.

The molecule's Mulliken atomic charges, reported in e, are given here: O -0.7267; H 0.2459; H 0.3173; O -0.6383; H 0.3227; H 0.2993; O -0.6595; H 0.3098; H 0.2951; O -0.6898; H 0.4653; H 0.2254; O -0.6378; H 0.3321; H 0.4019; O -0.6815; H 0.3092; H 0.4254; O -0.6753; H 0.2884; H 0.4287; O -0.6223; H 0.3708; H 0.2940

=====

Here is a cluster of 8 separate species, H16O8 in total from OMol25. Energies are from ωB97M-V/def2-TZVPD.

Results
- energy (eV) = -16638.6040
- SMILES string = O.O.O.O.O.O.O.O

XYZ file:
```
24
Properties=species:S:1:pos:R:3:forces:R:3
O 0.69628 0.15418 -0.04648 3.632 -0.116 -2.088
H 1.41086 0.82698 0.01502 -0.385 -0.815 -0.158
H 0.01142 0.57990 0.37343 -3.019 1.056 1.759
O 1.16663 -1.36144 2.09561 -0.604 -0.034 -3.192
H 1.31861 -1.39012 2.98164 0.711 0.226 4.200
H 1.39541 -2.25376 1.84757 -0.046 -0.464 -0.592
O -1.90310 -0.96600 -0.06508 1.285 -1.035 3.034
H -2.28318 -1.20400 -0.86231 -1.450 -0.232 -2.818
H -1.83530 -1.85828 0.34239 0.296 1.030 0.070
O 2.11622 -2.20659 -2.40490 0.125 -0.733 -1.643
H 1.78600 -1.49384 -1.88147 -0.550 0.931 0.539
H 1.81618 -2.02992 -3.32790 0.337 -0.120 1.223
O -1.25619 1.13472 2.04631 -0.244 2.723 -0.343
H -0.99380 0.49660 2.66100 0.616 -2.276 1.117
H -1.07223 1.93249 2.59082 -0.335 -0.328 -0.852
O -0.90912 3.46605 -1.82493 0.014 0.239 0.198
H -0.72501 4.22681 -1.26102 -0.039 0.026 -0.201
H -0.88068 2.73259 -1.20747 0.042 -0.329 0.021
O -3.98249 0.03584 -1.32991 1.628 1.677 -2.610
H -3.25578 0.70305 -1.60208 -1.879 -1.606 0.615
H -4.04108 0.16424 -0.40619 -0.023 0.117 1.678
O 3.81270 -0.13127 0.46733 3.065 -0.044 -0.353
H 4.49246 -0.83296 0.31546 0.028 1.357 0.065
H 3.11519 -0.72526 0.48312 -3.204 -1.249 0.332
```
Positions in Å, forces in eV/Å.

The molecule's Mulliken atomic charges, reported in e, are given here: O -0.4861; H 0.3003; H 0.1723; O -0.4973; H 0.2525; H 0.2835; O -0.5258; H 0.3155; H 0.2463; O -0.6550; H 0.3321; H 0.3130; O -0.5860; H 0.2787; H 0.2853; O -0.6275; H 0.3119; H 0.3210; O -0.6949; H 0.3383; H 0.3291; O -0.5954; H 0.3065; H 0.2815

=====

Here is a structure of composition H16O8 from OMol25. Energies are from ωB97M-V/def2-TZVPD.

Results
- energy (eV) = -16635.5936

XYZ file:
```
24
Properties=species:S:1:pos:R:3:forces:R:3
O 0.53026 0.87620 -2.63288 1.217 1.402 -2.942
H -0.22692 1.44082 -2.78817 0.136 0.369 -0.099
H 0.45414 0.62007 -1.71373 0.274 -0.106 0.559
O 0.10042 0.40011 1.57359 0.625 3.236 3.363
H 0.41946 -0.48610 1.74408 0.519 -0.474 0.738
H 0.44986 0.92383 2.29459 0.135 0.292 0.151
O -1.70058 -0.42285 -2.89179 -1.244 -0.654 -0.040
H -1.66909 0.26672 -3.55492 0.056 -0.113 -0.193
H -0.88017 -0.32807 -2.40787 0.178 0.102 -0.189
O 0.56775 -2.42120 -0.18715 -0.384 -1.560 -1.880
H 0.88033 -2.64051 -1.06489 0.103 0.039 -0.613
H 0.23317 -3.24733 0.16183 -0.229 -0.315 0.131
O 1.30305 2.72972 1.57596 0.535 0.392 0.250
H 0.49301 2.85749 2.06965 -0.362 0.329 -0.055
H 1.04099 2.21208 0.81464 0.020 0.107 -0.176
O -1.87862 1.15123 1.17179 -3.402 1.475 -0.365
H -1.44468 0.40081 1.57773 -0.347 0.304 -0.043
H -1.80631 0.99023 0.23100 -0.302 -0.078 -0.216
O -0.01500 0.07268 -0.57444 -0.733 -1.456 -1.418
H 0.05355 0.59618 0.22399 0.126 0.532 0.864
H 0.04561 -0.83379 -0.27301 -0.440 -0.002 -0.434
O 1.18225 -1.44639 1.77485 2.470 -2.800 2.594
H 0.66698 -2.20278 2.05519 0.233 -0.445 0.276
H 1.20061 -1.50912 0.81989 0.815 -0.577 -0.264
```
Positions in Å, forces in eV/Å.

The molecule's Mulliken atomic charges, reported in e, are given here: O -0.8288; H 0.2622; H 0.6483; O -0.7702; H 0.5019; H 0.2165; O -0.6559; H 0.2812; H 0.4225; O -0.6576; H 0.2807; H 0.2683; O -0.6757; H 0.3286; H 0.3052; O -0.7121; H 0.3886; H 0.3790; O -0.9676; H 0.4589; H 0.4239; O -0.7009; H 0.3015; H 0.5015

=====

Here is a cluster of 8 separate species, H16O8 in total from OMol25. Energies are from ωB97M-V/def2-TZVPD.

Results
- energy (eV) = -16636.4180
- SMILES string = O.O.O.O.O.O.O.O

XYZ file:
```
24
Properties=species:S:1:pos:R:3:forces:R:3
O 0.07918 0.27851 0.11917 -0.954 3.015 -2.024
H 0.56123 0.63363 -0.67215 -0.577 -0.626 1.271
H 0.52810 -0.46286 0.40348 1.677 -2.402 0.739
O 3.42766 -0.43431 3.93666 -0.517 -1.864 0.640
H 2.96111 0.38653 3.83330 -0.506 0.432 0.076
H 2.80489 -1.09447 4.35783 1.003 1.428 -0.707
O -2.59049 1.90355 0.62841 2.915 4.817 -0.662
H -3.02437 1.17139 0.87912 -2.289 -4.116 1.554
H -2.10393 2.25770 1.40855 -0.662 -0.649 -0.939
O -1.06427 -2.61112 3.55946 1.694 0.677 0.714
H -1.60633 -2.70193 2.76854 0.123 0.694 0.166
H -0.25114 -2.10163 3.27949 -1.617 -0.796 0.488
O -1.51644 -2.85278 1.06869 1.037 0.032 -0.590
H -1.85079 -3.68453 1.40074 -0.277 -0.664 -0.305
H -0.55475 -2.92627 1.26996 -0.968 0.028 -0.482
O 1.55490 1.88913 -3.77981 1.393 -6.074 -1.445
H 2.39891 1.46363 -3.40366 -1.703 1.108 -0.914
H 1.06237 1.09557 -4.08362 0.430 0.123 -0.283
O -1.43552 -0.82116 -3.21087 -0.634 -1.545 -0.074
H -1.61468 -1.71471 -2.77161 0.919 2.406 -0.413
H -0.82339 -0.23399 -2.74947 -0.321 -0.844 0.538
O 1.41758 3.59417 -2.82168 0.656 3.104 5.235
H 0.69263 3.86618 -3.31688 -1.763 0.967 -1.747
H 0.94754 3.09979 -2.10367 0.942 0.748 -0.837
```
Positions in Å, forces in eV/Å.

The molecule's Mulliken atomic charges, reported in e, are given here: O -0.5667; H 0.2872; H 0.2914; O -0.6456; H 0.3211; H 0.3253; O -0.5977; H 0.2799; H 0.3110; O -0.6677; H 0.4496; H 0.2626; O -0.7299; H 0.3316; H 0.3502; O -0.5831; H 0.3018; H 0.2918; O -0.6424; H 0.3257; H 0.3166; O -0.6484; H 0.3029; H 0.3326

=====

These records have Kohn-Sham gap values of 10.068 10.879 9.293 8.933 eV, in the order they appear.